The following is a quantum chemistry calculation of a single C15H24N2O7S molecule, from OMol25.

Its net charge is 0. The value obtained for the frontier orbital gap is 0.3354 hartree. As for the LUMO energy: -0.6 eV. Its spin multiplicity is 1. The calculation puts the HOMO energy at -9.7 eV. The energy above the lowest of the compared OMol25 structures with the same formula, charge and spin comes out at 0.0000 eV. As for the SMILES: CC(=O)N[C@@H](CSC(=O)[C@]1([C@@H](O)C(C)C)NC(=O)[C@H](C)[C@@H]1O)C(=O)O.

XYZ file:
```
49
Properties=species:S:1:pos:R:3:mulliken_charge:R:1
C -4.0014 1.1990 -2.2884 -1.050
C -4.7099 0.4006 -1.2035 0.836
O -5.8612 0.0189 -1.2761 -0.713
N -3.9964 0.0570 -0.0494 -0.021
C -4.4396 -0.8556 1.0175 0.146
C -3.2750 -1.2576 1.9460 -1.150
S -1.8163 -1.9917 1.0281 0.006
C -0.6808 -0.6429 0.7652 -0.781
O -1.1212 0.3607 0.1834 -0.948
C 0.8396 -0.8802 1.0260 1.957
C 1.4271 -1.9207 0.0326 -0.743
O 0.9302 -3.2752 0.1877 -0.565
C 1.3228 -1.5010 -1.4625 0.744
C -0.0270 -1.7287 -2.1561 -1.115
C 2.3073 -2.2744 -2.3556 -1.772
N 1.0574 -1.4280 2.3490 -0.321
C 2.2189 -0.9856 2.9675 0.104
O 2.7541 -1.6488 3.8349 -0.674
C 2.8476 0.1140 2.1602 0.354
C 3.3492 1.3363 2.9307 -1.697
C 1.6900 0.4207 1.1832 0.015
O 0.8756 1.4460 1.6776 -0.619
C -5.6858 -0.3794 1.8734 0.574
O -5.6866 -0.5383 3.0806 -0.586
O -6.7280 0.1193 1.1994 -0.517
H -3.0990 0.6705 -2.6134 0.224
H -3.7483 2.2292 -1.9636 0.308
H -4.6762 1.2529 -3.1681 0.326
H -3.0352 0.3696 -0.0239 0.170
H -4.8321 -1.7822 0.5109 0.207
H -3.6478 -1.9144 2.7038 0.661
H -2.9128 -0.3812 2.4786 0.391
H 2.5165 -2.0207 0.2643 0.510
H 1.5307 -3.9276 -0.2598 0.420
H 1.5725 -0.4408 -1.5143 0.240
H 0.0370 -1.5663 -3.2464 0.489
H -0.7671 -1.0499 -1.7398 -0.019
H -0.3849 -2.7374 -1.9741 0.286
H 2.1065 -3.3589 -2.2948 0.365
H 3.3095 -2.0865 -2.0515 0.440
H 2.2643 -2.0044 -3.4068 0.441
H 0.8383 -2.4428 2.4398 0.428
H 3.7340 -0.2876 1.6534 0.342
H 4.1904 1.1160 3.6123 0.380
H 2.5441 1.7243 3.5418 0.347
H 3.6594 2.1070 2.2209 0.413
H 2.0873 0.7276 0.2116 0.448
H 0.0440 1.4932 1.2007 0.288
H -6.5107 0.1123 0.2433 0.430
```

=====

The following is a quantum chemistry calculation of a molecular structure, C15H24N4ORuS5Si2, from OMol25.

Its net charge is -1. The value obtained for the frontier orbital gap (alpha / beta) is 0.2374 / 0.2291 hartree. As for the LUMO energy (alpha / beta): 2.2 / 1.6 eV. Its spin multiplicity is 2. The calculation puts the HOMO energy (alpha / beta) at -4.3 / -4.7 eV. The energy above the lowest of the compared OMol25 structures with the same formula, charge and spin comes out at 0.6083 eV.

XYZ file:
```
52
Properties=species:S:1:pos:R:3:mulliken_spin:R:1
Ru -0.1704 -0.2264 0.4078 0.603
O 4.5936 0.4681 5.2344 0.001
C 3.7663 0.3502 4.3704 0.001
S 2.0776 0.8568 4.5527 -0.001
C 1.5539 0.3527 2.9559 -0.039
C 2.4776 -0.2052 2.1387 0.057
S 2.0785 -0.8199 0.5831 0.106
S 4.0950 -0.3767 2.7809 0.006
S -0.1139 0.4657 2.5155 0.232
N -1.5909 4.6383 -1.5247 0.000
C -0.5597 3.8804 -1.0179 -0.002
C -0.7810 2.5401 -0.6679 -0.007
N 0.2043 1.7841 -0.2091 -0.008
C 1.4218 2.3366 -0.0943 -0.001
C 1.6140 3.6553 -0.4440 0.004
N 0.6356 4.4377 -0.9015 0.000
H -2.5241 4.3434 -1.2881 0.000
H -1.4348 5.6319 -1.4773 0.000
H -1.7615 2.0907 -0.7434 0.002
H 2.2175 1.7134 0.2848 0.002
H 2.5957 4.1008 -0.3427 0.002
S -4.9756 0.6538 0.2687 0.000
C -3.3627 0.3080 0.2991 -0.001
N -2.2163 0.1031 0.3305 -0.007
C 1.6741 -4.3275 1.5256 0.003
Si 0.0001 -3.5147 1.7918 0.000
C 0.0528 -2.6785 3.4676 -0.005
C -1.2525 -4.9144 1.9383 0.005
C -0.4997 -2.4209 0.3970 0.065
Si -0.1860 -2.7087 -1.3822 0.000
C -1.5018 -3.7756 -2.1871 -0.002
C -0.2224 -1.0210 -2.2183 -0.003
C 1.4840 -3.4491 -1.8031 0.003
H 1.9860 -4.8698 2.4234 0.000
H 2.4338 -3.5779 1.3003 -0.001
H 1.6468 -5.0400 0.7004 -0.001
H 0.0050 -3.4272 4.2642 0.000
H -0.7829 -1.9882 3.5953 0.000
H 0.9754 -2.1054 3.5955 0.001
H -0.9945 -5.6055 2.7464 0.001
H -1.3069 -5.4858 1.0074 0.000
H -2.2508 -4.5161 2.1380 0.000
H -1.5685 -2.2058 0.5189 -0.014
H -2.4896 -3.3225 -2.0711 0.000
H -1.5337 -4.7557 -1.7034 0.000
H -1.3177 -3.9255 -3.2551 0.000
H -0.9999 -0.3834 -1.7689 -0.002
H -0.5089 -1.0544 -3.2733 0.000
H 0.7448 -0.5098 -2.1788 0.002
H 1.5660 -4.4722 -1.4357 0.000
H 2.3084 -2.8774 -1.3709 -0.001
H 1.6146 -3.4700 -2.8893 0.000
```

=====

The following is a quantum chemistry calculation of 2 unconnected molecules or ions with the total composition C15H24NO2S2, from OMol25.

Its net charge is +1. The value obtained for the frontier orbital gap is 0.2028 hartree. As for the LUMO energy: -5.4 eV. Its spin multiplicity is 1. The calculation puts the HOMO energy at -10.9 eV.

XYZ file:
```
44
Properties=species:S:1:pos:R:3:mulliken_charge:R:1
C -4.4073 -0.0307 2.7514 -0.376
C -3.7510 1.1832 2.5099 -0.785
C -2.3696 1.2196 2.3503 -0.301
C -1.6221 0.0213 2.3632 0.643
C -0.1998 0.0337 2.0370 0.532
S 0.6861 -1.4387 2.0663 -0.040
C 2.3456 -0.7278 2.4119 -0.554
C 2.2237 0.6943 2.9339 -0.669
S 0.7053 1.4836 2.2506 0.037
C -2.2815 -1.1902 2.6733 -0.360
C -3.6594 -1.2103 2.8589 -0.747
H -5.4928 -0.0551 2.8728 0.410
H -4.3276 2.1072 2.4435 0.390
H -1.8570 2.1731 2.1975 0.372
H 2.8144 -1.3961 3.1440 0.468
H 2.9155 -0.7669 1.4765 0.308
H 2.1323 0.7177 4.0233 0.373
H 3.0713 1.3223 2.6382 0.430
H -1.6975 -2.1078 2.7759 0.380
H -4.1585 -2.1534 3.0872 0.400
C 1.0805 3.3889 -3.7793 -0.745
O 0.5880 2.2235 -3.1170 -0.301
C 0.6542 2.3250 -1.7007 -0.911
C -0.1649 1.1840 -1.0972 0.304
N 0.4719 -0.0676 -1.2689 0.108
C -0.3248 -1.2539 -1.3261 -0.008
C 0.3603 -2.3326 -2.1699 -0.743
O 1.7636 -2.2058 -1.9678 -0.322
C 2.5147 -3.3016 -2.4767 -0.787
H 0.8334 3.2627 -4.8369 0.244
H 0.6199 4.3253 -3.4143 0.301
H 2.1733 3.4953 -3.6723 0.298
H 1.7053 2.2350 -1.3657 0.338
H 0.2264 3.2829 -1.3392 0.493
H -0.1958 1.3709 -0.0107 -0.585
H -1.2002 1.1986 -1.4888 0.353
H 1.2633 -0.0547 -1.9067 0.270
H -0.4199 -1.6259 -0.2920 -0.121
H -1.3309 -1.0685 -1.7357 0.286
H -0.0094 -3.3256 -1.8483 0.417
H 0.1041 -2.1625 -3.2336 0.351
H 3.5365 -3.1463 -2.1235 0.241
H 2.1572 -4.2828 -2.1142 0.311
H 2.5231 -3.3433 -3.5802 0.297
```

=====

The following is a quantum chemistry calculation of a molecular structure, C15H25AlNO4P2, from OMol25.

Its net charge is -1. The value obtained for the frontier orbital gap is 0.1871 hartree. As for the LUMO energy: 1.0 eV. Its spin multiplicity is 1. The calculation puts the HOMO energy at -4.1 eV.

XYZ file:
```
48
Properties=species:S:1:pos:R:3:mulliken_charge:R:1
C -6.0611 4.0203 -1.4887 -0.139
C -5.2350 3.2536 -1.9057 -0.471
C -4.1892 2.3340 -2.3746 -0.562
C -3.0550 2.3065 -1.3238 -0.704
C -2.1914 1.0303 -1.3945 -0.697
Al -0.2309 1.4708 -1.1387 0.037
P 1.0231 -0.5700 -1.2488 0.564
N 0.1095 -1.8727 -1.5517 -0.940
P 0.1538 2.3971 1.0006 -0.123
C -0.4955 4.1448 1.0810 -0.476
C 0.3535 5.1285 0.2843 -1.265
C -0.9275 1.5058 2.2488 -0.577
C -0.8778 -0.0181 2.0658 -1.022
H -6.5189 4.7875 -0.9131 0.409
H -3.8285 2.7624 -3.3108 0.291
H -4.6110 1.3438 -2.5323 0.373
H -2.4828 3.2351 -1.4099 0.190
H -3.5420 2.3426 -0.3473 0.281
H -2.4982 0.3754 -0.5747 0.362
H -2.3515 0.5207 -2.3495 0.581
H 0.2171 2.4497 -2.3325 -0.386
H 2.0401 -0.4962 -2.2332 -0.044
H 1.7277 -0.7393 -0.0357 -0.015
H -0.8471 -1.5460 -1.6336 0.227
H -0.4459 4.4348 2.1358 0.363
H -1.5527 4.1688 0.8037 0.305
H 0.3167 4.9032 -0.7816 0.280
H 1.3719 5.1876 0.6612 0.348
H -0.0870 6.1254 0.3975 0.375
H -1.9406 1.9006 2.1368 0.300
H -0.5344 1.7814 3.2275 0.509
H -1.7598 -0.4659 2.5257 0.308
H -0.9058 -0.2871 1.0101 0.108
H 0.0337 -0.3949 2.5252 0.313
C 2.6611 -5.7444 1.3129 -1.120
C 3.9818 -5.8771 1.4566 0.350
C 4.9510 -4.9427 0.7964 1.069
O 6.1434 -5.1308 0.9994 -0.675
C 4.4277 -3.8877 -0.0371 -0.909
C 3.0959 -3.7372 -0.1996 0.377
C 2.1177 -4.6644 0.4886 0.965
O 0.9311 -4.4888 0.3356 -0.556
O 2.5987 -2.7809 -0.9579 -0.489
O 4.5430 -6.8409 2.1932 -0.595
H 1.9566 -6.4125 1.7880 0.413
H 5.1403 -3.2334 -0.5186 0.424
H 1.5921 -2.8704 -0.9407 0.284
H 5.5060 -6.6925 2.1196 0.360
```

=====

One value per record, in order, for calculated total energy: -1620.39014 -3545.27955 -1587.25407 -1867.37767 Ha.